Formula: C34H46BCoO2P5Se2
Source: the Open Molecules 2025 dataset
Level of theory: ωB97M-V/def2-TZVPD

The geometry in XYZ format:
```
91
Properties=species:S:1:pos:R:3:mulliken_spin:R:1
Co -0.054 -0.568 0.966 0.8975
C -3.603 -0.203 -0.315 0.0168
P -2.145 -1.294 -0.134 0.0705
C -2.401 -2.224 -1.701 0.0092
C -2.668 -2.602 1.042 0.0083
C -3.985 -2.917 1.360 -0.0080
C -4.274 -3.962 2.227 0.0013
C -3.244 -4.725 2.758 0.0000
C -1.926 -4.418 2.449 0.0000
C -1.624 -3.343 1.621 0.0165
P 0.094 -2.784 1.254 -0.0167
C 0.482 -3.991 -0.066 -0.0003
C 1.119 -3.477 2.600 0.0044
H -4.470 -0.755 -0.684 0.0025
H -3.327 0.555 -1.049 -0.0062
H -3.861 0.316 0.603 0.0000
H -3.320 -2.811 -1.635 0.0019
H -1.563 -2.872 -1.941 0.0014
H -2.479 -1.501 -2.511 -0.0026
H -4.796 -2.344 0.926 0.0009
H -5.303 -4.188 2.477 -0.0004
H -3.465 -5.553 3.420 -0.0004
H -1.135 -5.015 2.886 0.0012
H 0.289 -4.999 0.307 0.0019
H 1.518 -3.896 -0.374 -0.0010
H -0.154 -3.811 -0.928 0.0005
H 0.904 -4.524 2.817 -0.0026
H 1.015 -2.889 3.511 -0.0007
H 2.154 -3.404 2.262 -0.0002
C -1.809 -1.490 4.151 -0.0028
P -1.182 -0.218 2.992 -0.0009
C -2.635 0.893 3.001 -0.0057
C -0.043 0.662 4.141 -0.0072
C 0.855 1.603 3.357 0.0106
P 1.712 0.647 2.043 0.0058
C 2.958 -0.306 2.997 -0.0067
C 2.759 1.982 1.375 0.0222
H -2.099 -1.000 5.083 -0.0003
H -1.049 -2.239 4.373 0.0006
H -2.678 -1.997 3.736 0.0004
H -2.874 1.213 4.017 -0.0013
H -3.492 0.350 2.604 0.0005
H -2.457 1.764 2.369 0.0009
H 0.560 -0.099 4.648 -0.0023
H -0.626 1.174 4.910 -0.0004
H 1.583 2.111 3.995 0.0010
H 0.267 2.372 2.846 -0.0013
H 3.272 0.219 3.902 -0.0007
H 3.833 -0.456 2.361 0.0002
H 2.575 -1.288 3.263 0.0024
H 3.318 2.429 2.200 0.0013
H 2.121 2.730 0.909 -0.0023
H 3.454 1.613 0.625 -0.0023
Se -0.577 1.789 -0.138 0.0633
P -0.388 1.666 -2.324 0.0241
Se -0.334 -0.231 -3.293 -0.0016
C -1.827 2.639 -2.912 -0.0027
C -2.006 3.944 -2.454 0.0040
C -3.092 4.692 -2.872 0.0017
C -4.022 4.142 -3.747 0.0003
C -3.851 2.845 -4.203 0.0002
C -2.755 2.097 -3.791 0.0011
C 1.013 2.717 -2.866 -0.0096
C 1.564 2.518 -4.128 0.0000
C 2.582 3.343 -4.585 -0.0001
C 3.070 4.363 -3.780 -0.0001
C 2.530 4.558 -2.515 0.0014
C 1.504 3.741 -2.062 0.0006
H -1.297 4.374 -1.757 -0.0024
H -3.218 5.706 -2.511 0.0001
H -4.874 4.726 -4.071 0.0000
H -4.569 2.411 -4.887 0.0001
H -2.606 1.087 -4.155 0.0002
H 1.194 1.707 -4.742 0.0002
H 3.003 3.179 -5.569 0.0000
H 3.869 5.001 -4.134 0.0000
H 2.908 5.349 -1.879 0.0001
H 1.092 3.884 -1.071 0.0020
O 2.412 -1.856 -0.256 -0.0051
B 1.494 -0.755 -0.242 -0.1119
O 2.142 0.295 -0.956 0.0285
C 3.353 -0.159 -1.371 -0.0005
C 4.333 0.512 -2.068 -0.0006
C 5.506 -0.195 -2.338 -0.0003
C 5.673 -1.509 -1.920 0.0002
C 4.675 -2.175 -1.206 0.0011
C 3.524 -1.467 -0.946 -0.0013
H 4.188 1.534 -2.392 0.0000
H 6.301 0.290 -2.889 -0.0001
H 6.595 -2.029 -2.148 -0.0001
H 4.796 -3.197 -0.872 -0.0003
```

Computed properties:
Orbital gap (spin up / spin down) = 6.662 / 7.598 eV
Multiplicity = 2
Total charge = 0
HOMO (spin up / spin down) = -6.19 / -7.13 eV


Formula: C34H46CdN7O3S
Source: the Open Molecules 2025 dataset
Level of theory: ωB97M-V/def2-TZVPD

The geometry in XYZ format:
```
92
Properties=species:S:1:pos:R:3:mulliken_charge:R:1
Cd 0.140 -0.281 0.076 4.1405
C 2.682 2.444 -0.590 -1.0421
C 3.112 1.084 -0.028 0.7103
C 2.770 0.924 1.447 -1.5623
N 1.334 0.807 1.618 0.9291
C 0.698 1.304 2.649 0.2573
C 1.252 2.317 3.482 -0.7043
C 0.881 2.847 4.704 -0.6577
C -0.119 2.476 5.585 -0.6010
C -1.041 1.466 5.330 -0.4250
C -1.283 0.755 4.179 -0.7924
C -0.709 0.800 2.864 0.6190
N -1.314 0.290 1.833 -0.6105
C -2.644 -0.266 2.002 -0.3081
C -3.396 -0.537 0.699 -0.9701
C -2.725 -1.519 -0.277 -1.2514
N -1.734 -0.816 -1.064 -0.3886
C -2.034 -0.185 -2.147 1.1159
C -3.358 -0.164 -2.714 -1.1087
C -3.778 0.049 -4.002 -0.3803
C -3.049 0.393 -5.143 -0.6323
C -1.732 0.814 -5.132 -0.4980
C -0.865 1.030 -4.073 -0.6716
C -0.974 0.749 -2.680 1.0016
N -0.161 1.230 -1.769 -0.5640
C 0.554 2.464 -2.048 -1.4548
C 2.086 2.417 -2.007 -0.4057
H 3.541 3.121 -0.570 0.5493
H 1.938 2.884 0.082 0.2218
H 4.188 0.938 -0.167 0.6550
H 2.627 0.284 -0.592 -0.9274
H 3.216 1.751 2.006 0.5357
H 3.219 0.003 1.840 0.1993
H 2.136 2.784 3.068 0.2046
H 1.519 3.661 5.039 0.2783
H -0.166 2.979 6.543 0.3048
H -1.696 1.207 6.159 0.3450
H -2.073 0.024 4.272 0.3360
H -3.263 0.409 2.608 0.6606
H -2.580 -1.212 2.558 -0.2512
H -3.579 0.406 0.175 0.4642
H -4.374 -0.938 0.985 0.4360
H -3.478 -2.008 -0.904 0.5754
H -2.207 -2.299 0.286 0.2203
H -4.141 -0.422 -2.013 0.2502
H -4.845 -0.097 -4.155 0.3449
H -3.569 0.386 -6.093 0.3029
H -1.317 1.072 -6.104 0.2985
H 0.083 1.472 -4.356 0.2937
H 0.243 3.181 -1.277 0.4299
H 0.235 2.892 -3.002 0.5521
H 2.432 3.299 -2.557 0.5682
H 2.455 1.545 -2.559 -0.0348
C 3.400 -2.522 -0.206 -0.9861
N 3.369 -2.649 -1.656 0.1808
C 3.914 -3.901 -2.145 -1.2642
C 2.398 -1.980 -2.359 0.6378
N 1.456 -1.333 -1.765 -0.2081
N 2.537 -2.058 -3.745 0.1121
C 1.417 -1.682 -4.577 -1.2271
C 3.825 -1.761 -4.337 -1.2335
H 4.411 -2.754 0.134 0.3896
H 2.701 -3.207 0.270 0.3795
H 3.152 -1.508 0.092 -0.0796
H 3.633 -4.714 -1.469 0.3944
H 5.007 -3.868 -2.197 0.2969
H 3.522 -4.130 -3.133 0.4301
H 0.966 -0.739 -2.428 -0.7958
H 0.479 -1.975 -4.109 0.4256
H 1.504 -2.196 -5.537 0.3398
H 1.375 -0.602 -4.769 0.3423
H 4.617 -1.868 -3.602 0.4241
H 3.850 -0.730 -4.716 0.3377
H 4.034 -2.433 -5.175 0.3172
C -4.345 -3.801 5.470 -1.5404
C -3.093 -3.610 4.655 1.1340
C -2.038 -2.846 5.134 -0.8973
C -0.877 -2.677 4.389 -0.0854
C -0.763 -3.281 3.151 -0.5457
C -1.807 -4.054 2.657 -0.3060
C -2.961 -4.213 3.403 -0.9382
S 0.721 -3.093 2.180 1.3616
O 1.221 -4.442 1.984 -0.7319
O 1.588 -2.209 2.933 -0.7996
O 0.257 -2.505 0.908 -1.1456
H -4.491 -2.974 6.165 0.3685
H -4.294 -4.721 6.057 0.3076
H -5.226 -3.868 4.831 0.3616
H -2.129 -2.354 6.097 0.3201
H -0.062 -2.059 4.744 0.5242
H -1.705 -4.526 1.687 0.4988
H -3.778 -4.808 3.010 0.3420
```

Computed properties:
Orbital gap = 6.473 eV
Total charge = -1
HOMO = -3.96 eV


Formula: C34H46CoN5OS
Source: the Open Molecules 2025 dataset
Level of theory: ωB97M-V/def2-TZVPD

The geometry in XYZ format:
```
88
Properties=species:S:1:pos:R:3:mulliken_spin:R:1
Co 0.109 -0.052 -0.085 2.8236
C 3.588 -0.296 -3.185 -0.0011
C 3.750 -1.277 -2.051 0.0035
C 4.593 -2.366 -2.267 -0.0034
C 4.787 -3.329 -1.299 0.0052
C 4.104 -3.235 -0.097 -0.0025
C 3.240 -2.180 0.159 0.0097
C 2.484 -2.163 1.453 0.0091
C 3.096 -1.181 -0.812 -0.0018
N 2.191 -0.076 -0.615 0.0406
C 2.649 1.115 -0.706 0.0182
C 4.083 1.515 -0.645 0.0033
C 1.616 2.181 -1.015 -0.0034
C 2.097 3.519 -1.460 0.0044
N 0.397 1.805 -0.991 0.0649
C -0.621 2.628 -1.597 0.0166
C -0.733 2.605 -2.989 -0.0010
C 0.142 1.745 -3.862 -0.0032
C -1.710 3.407 -3.577 -0.0031
C -2.540 4.201 -2.806 0.0065
C -2.428 4.179 -1.424 -0.0061
C -1.480 3.380 -0.799 -0.0177
C -1.407 3.303 0.696 0.0180
H 3.486 -0.837 -4.125 0.0002
H 4.472 0.339 -3.284 0.0004
H 2.719 0.350 -3.085 -0.0001
H 5.100 -2.447 -3.221 -0.0001
H 5.456 -4.159 -1.484 0.0002
H 4.232 -4.002 0.658 0.0000
H 2.602 -3.117 1.965 -0.0009
H 1.411 -2.008 1.297 0.0157
H 2.821 -1.364 2.114 -0.0015
H 4.718 0.675 -0.381 -0.0003
H 4.192 2.297 0.109 0.0004
H 4.424 1.935 -1.593 0.0001
H 2.689 3.418 -2.374 -0.0003
H 2.755 3.949 -0.703 0.0001
H 1.271 4.199 -1.650 0.0000
H 1.020 2.293 -4.214 0.0003
H -0.407 1.427 -4.748 -0.0002
H 0.493 0.849 -3.347 0.0019
H -1.812 3.406 -4.655 0.0000
H -3.283 4.830 -3.280 0.0001
H -3.090 4.786 -0.818 -0.0001
H -2.185 3.922 1.143 0.0004
H -0.435 3.634 1.072 -0.0013
H -1.547 2.267 1.019 -0.0023
C -2.047 -3.578 0.690 0.0476
N -2.532 -3.009 1.933 -0.0031
C -3.962 -3.218 2.107 0.0003
C -2.119 -1.634 2.111 0.1862
C -2.658 -0.651 1.078 0.1545
C -3.862 0.023 1.278 0.0191
C -4.444 0.752 0.248 0.0660
C -3.845 0.839 -1.007 0.0402
C -2.634 0.204 -1.226 0.0377
C -2.012 -0.381 -0.124 0.4106
H -2.207 -4.656 0.692 0.0018
H -0.972 -3.398 0.600 -0.0129
H -2.546 -3.160 -0.201 -0.0099
H -4.165 -4.288 2.130 0.0000
H -4.566 -2.777 1.300 0.0005
H -4.286 -2.795 3.058 0.0000
H -1.025 -1.606 2.089 -0.0607
H -2.445 -1.298 3.098 0.0085
H -4.374 -0.075 2.229 0.0081
H -5.411 1.213 0.405 0.0028
H -4.326 1.388 -1.805 0.0054
H -2.163 0.265 -2.202 0.0044
C 0.571 -1.366 4.526 0.0039
N -0.304 -0.208 4.375 0.0068
C -1.284 0.144 5.284 0.0023
C -1.833 1.299 4.857 0.0022
N -1.174 1.628 3.694 0.0055
C -0.237 0.709 3.396 0.0070
S 0.884 0.804 2.088 0.0622
H -0.030 -2.234 4.787 0.0000
H 1.308 -1.171 5.303 0.0002
H 1.075 -1.540 3.582 -0.0001
H -1.491 -0.456 6.154 0.0003
H -2.612 1.912 5.275 0.0005
H -1.321 2.450 3.131 -0.0011
C 0.578 -2.987 -1.866 0.0006
O -0.023 -1.694 -1.596 0.0028
H -0.180 -3.766 -1.805 0.0033
H 1.341 -3.155 -1.114 0.0034
H 1.039 -2.982 -2.852 0.0034
H -0.814 -1.617 -2.141 -0.0031
```

Computed properties:
Orbital gap (spin up / spin down) = 7.605 / 5.847 eV
Multiplicity = 5
Total charge = +2
HOMO (spin up / spin down) = -13.52 / -13.58 eV


Formula: C34H46GeN4O6PS2Ti
Source: the Open Molecules 2025 dataset
Level of theory: ωB97M-V/def2-TZVPD

The geometry in XYZ format:
```
95
Properties=species:S:1:pos:R:3:mulliken_spin:R:1
Ti 0.535 0.050 0.730 0.5665
C 3.102 0.146 -2.821 -0.0005
N 1.954 1.030 -3.033 0.0104
C 2.010 1.913 -4.198 -0.0006
C 0.934 1.031 -2.202 0.0040
O 0.878 0.249 -1.223 -0.0096
C -0.192 2.016 -2.463 0.0002
O -1.288 1.773 -1.614 0.0019
C -1.725 2.842 -0.817 -0.0002
C -1.092 2.797 0.568 0.0009
O -0.229 1.924 0.816 -0.0010
N -1.469 3.677 1.471 -0.0009
C -0.926 3.646 2.831 -0.0019
C -2.474 4.705 1.205 0.0001
H 3.990 0.746 -2.624 -0.0006
H 3.263 -0.446 -3.720 0.0000
H 2.913 -0.511 -1.980 0.0013
H 2.095 2.958 -3.900 0.0004
H 1.135 1.777 -4.833 0.0000
H 2.890 1.653 -4.777 0.0000
H -0.523 1.902 -3.497 -0.0011
H 0.200 3.032 -2.343 0.0011
H -2.810 2.754 -0.713 0.0014
H -1.517 3.808 -1.289 -0.0006
H -0.306 2.766 2.968 0.0015
H -1.752 3.626 3.541 0.0002
H -0.333 4.543 3.004 -0.0001
H -2.426 5.061 0.180 0.0000
H -2.279 5.550 1.860 0.0000
H -3.477 4.329 1.413 -0.0001
N -1.927 -0.249 1.298 0.1097
C -1.674 -0.543 0.161 0.2114
H -2.683 -0.478 1.938 0.0402
C 4.201 -2.107 2.096 0.0008
C 4.177 -1.528 3.493 -0.0001
C 3.248 -2.254 4.438 -0.0004
O 3.871 -0.075 3.476 0.0004
P 2.730 0.775 2.838 -0.0036
S 0.860 0.123 3.180 -0.0184
S 2.820 0.849 0.795 0.0063
O 2.888 2.184 3.481 -0.0011
C 4.140 2.925 3.794 -0.0001
C 4.660 2.486 5.144 0.0001
C 5.143 2.811 2.670 0.0014
H 4.569 -3.132 2.150 0.0000
H 4.861 -1.540 1.443 0.0003
H 3.202 -2.127 1.663 -0.0005
H 5.185 -1.516 3.907 0.0001
H 2.237 -2.311 4.041 0.0003
H 3.225 -1.771 5.414 0.0000
H 3.620 -3.270 4.571 0.0000
H 3.769 3.947 3.850 0.0000
H 5.067 1.479 5.100 0.0000
H 3.866 2.521 5.889 0.0000
H 5.452 3.165 5.459 0.0000
H 5.520 1.792 2.570 -0.0002
H 5.990 3.458 2.897 0.0000
H 4.715 3.136 1.722 -0.0005
C -2.310 -5.913 0.533 0.0051
C -1.664 -5.685 -0.673 -0.0019
C -1.701 -4.426 -1.254 0.0073
C -2.381 -3.384 -0.627 0.0220
C -3.039 -3.627 0.580 -0.0041
C -3.005 -4.886 1.157 -0.0037
Ge -2.480 -1.635 -1.441 0.0136
C -4.247 -0.858 -1.512 0.0262
C -5.351 -1.639 -1.176 0.0009
C -6.629 -1.098 -1.225 -0.0032
C -6.811 0.223 -1.606 0.0063
C -5.716 1.007 -1.947 -0.0040
C -4.438 0.471 -1.898 0.0095
C -1.346 -1.374 -2.983 0.0161
C -1.809 -0.663 -4.089 0.0034
C -1.020 -0.538 -5.226 -0.0018
C 0.230 -1.141 -5.270 0.0030
C 0.695 -1.861 -4.176 -0.0016
C -0.085 -1.971 -3.034 0.0020
H -2.280 -6.895 0.985 0.0001
H -1.135 -6.489 -1.166 0.0004
H -1.208 -4.266 -2.207 0.0012
H -3.613 -2.844 1.064 0.0017
H -3.522 -5.068 2.089 0.0000
H -5.224 -2.676 -0.884 0.0013
H -7.482 -1.713 -0.970 0.0002
H -7.808 0.641 -1.646 0.0004
H -5.862 2.031 -2.264 -0.0001
H -3.587 1.076 -2.183 0.0022
H -2.802 -0.227 -4.081 0.0004
H -1.397 -0.003 -6.088 0.0001
H 0.831 -1.072 -6.168 0.0001
H 1.655 -2.357 -4.220 0.0000
H 0.291 -2.526 -2.183 -0.0038
O 0.279 -3.934 1.789 -0.0001
C 0.468 -2.914 1.268 0.0058
N 0.687 -1.860 0.715 -0.0238
```

Computed properties:
Orbital gap (spin up / spin down) = 7.052 / 6.979 eV
Multiplicity = 2
Total charge = +2
HOMO (spin up / spin down) = -13.14 / -13.88 eV


no.,energy (eV)
1,-255545.4047
2,-67978.6670
3,-93950.7824
4,-164832.5706